No. 1
{
  "formula": "C11H14ClN2O",
  "method": "wB97M-V/def2-TZVPD",
  "homo_ev": [-9.09, -11.71],
  "relative_energy_kcal_mol": 67.71,
  "orbital_gap_ev": [5.63, 5.35],
  "max_force_ev_per_a": 8.21,
  "total_charge": 1,
  "spin_multiplicity": 3,
  "mol_weight_g_mol": 225.70,
  "elements": ["C", "C", "C", "C", "C", "C", "C", "C", "C", "C", "C", "N", "N", "O", "Cl", "H", "H", "H", "H", "H", "H", "H", "H", "H", "H", "H", "H", "H", "H"],
  "xyz": [[2.08109, -2.38343, -2.08726], [0.70952, -2.32087, -1.76869], [2.75342, -1.74805, -1.12534], [0.65036, -1.73029, -0.51108], [1.50347, 1.62282, 1.19171], [0.96875, 0.60237, 1.89692], [0.92527, 2.17230, -0.13427], [-0.12983, 1.43882, -0.89635], [-1.24108, 0.92097, -0.03916], [-0.73041, -0.13008, 0.93356], [-0.46747, -1.52135, 0.43098], [1.59288, 3.16699, -0.62529], [-1.50850, -0.14670, 2.21100], [1.92962, -1.32593, -0.16397], [1.40668, -0.11918, 3.31301], [2.56164, -2.89520, -2.81487], [-0.09376, -2.79957, -2.18640], [3.80526, -1.71404, -0.80108], [2.25512, 2.25978, 1.44262], [-0.59232, 2.04494, -1.69883], [0.54705, 0.68739, -1.46469], [-1.68000, 1.64477, 0.54766], [-1.94814, 0.47367, -0.72257], [-1.33836, -1.95438, -0.04276], [-0.27718, -2.13896, 1.30163], [1.26519, 3.40691, -1.47801], [-1.18415, -0.83129, 2.98244], [-2.51180, -0.62074, 2.19839], [-1.63475, 0.81900, 2.51118]],
  "atomic_forces_ev_per_a": [[-0.560, 0.887, 0.809], [1.005, 1.113, 3.290], [1.499, -0.173, 1.160], [1.253, 0.354, -1.982], [-3.483, 1.392, -5.706], [-3.546, -1.618, -2.569], [0.722, -5.062, 6.421], [1.292, 0.587, -1.319], [1.419, -2.968, -0.281], [3.410, 0.924, 1.979], [0.246, -0.133, 0.540], [1.244, 2.496, 1.687], [-3.188, -3.075, 1.004], [-1.866, 0.004, 0.947], [0.076, -0.409, 0.645], [1.027, -1.354, -2.449], [-1.678, -0.920, -1.316], [-0.617, 0.210, -0.796], [2.315, 1.259, 1.401], [0.382, 0.017, 0.387], [-1.583, 0.488, 0.821], [-1.065, 2.176, 0.787], [-0.670, -0.248, 0.076], [-0.527, 0.018, -0.198], [0.122, -0.330, 0.411], [0.070, 1.107, -4.226], [0.796, 1.905, -1.223], [1.751, 1.524, -0.901], [0.152, -0.170, 0.602]],
  "lowdin_spin": [0.0008, 0.0021, 0.0014, 0.0033, 0.1292, 0.4058, 0.3806, 0.0716, 0.0046, -0.0283, 0.0000, 0.8165, 0.0044, 0.0061, 0.1344, 0.0000, 0.0000, 0.0000, -0.0011, 0.0016, 0.0213, 0.0021, 0.0000, -0.0007, 0.0001, 0.0438, 0.0000, -0.0008, 0.0010]
}

=====

No. 2
{
  "formula": "C11H14CuN4S2Te",
  "method": "wB97M-V/def2-TZVPD",
  "homo_ev": [-7.00, -7.00],
  "orbital_gap_ev": [5.70, 5.57],
  "max_force_ev_per_a": 0.39,
  "spin_multiplicity": 2,
  "mol_weight_g_mol": 457.54,
  "elements": ["Cu", "C", "S", "C", "S", "N", "N", "C", "C", "C", "C", "C", "C", "N", "H", "H", "H", "H", "H", "H", "H", "H", "N", "C", "C", "Te", "C", "H", "H", "H", "H", "H", "H"],
  "xyz": [[0.25809, 0.57880, 0.48396], [-5.26109, -0.21828, 0.34200], [-3.94128, -1.38578, 0.71594], [-2.52020, -0.41668, 0.49172], [-1.03256, -1.27347, 0.71589], [-2.67015, 0.84379, 0.16511], [-1.46797, 1.46437, 0.04125], [-1.40267, 2.62718, -0.48182], [-0.06051, 3.19184, -0.65648], [0.17633, 4.48963, -1.07462], [1.49200, 4.90496, -1.22898], [2.52115, 4.01977, -0.96002], [2.20331, 2.73837, -0.53029], [0.94566, 2.33971, -0.39317], [-6.18930, -0.75805, 0.52153], [-5.21124, 0.09660, -0.69689], [-5.20431, 0.64890, 0.99324], [-2.29259, 3.14796, -0.82067], [-0.65180, 5.15688, -1.27075], [1.70811, 5.91398, -1.55389], [3.55627, 4.30649, -1.07477], [2.96127, 2.00481, -0.28232], [3.04937, -0.44684, 1.33594], [2.00713, -0.05609, 1.02654], [0.48381, -5.42327, 0.01316], [1.65414, -3.65551, -0.23149], [3.31271, -4.35584, 0.90839], [0.89130, -6.25248, -0.55844], [-0.52166, -5.19815, -0.33705], [0.44050, -5.67666, 1.06987], [2.95054, -4.75132, 1.85446], [3.94409, -3.49188, 1.10557], [3.87156, -5.11373, 0.36706]],
  "atomic_forces_ev_per_a": [[0.259, -0.209, -0.202], [-0.003, -0.004, -0.007], [-0.020, 0.004, -0.007], [0.062, 0.062, 0.042], [-0.138, 0.039, 0.098], [-0.081, -0.001, -0.013], [0.012, 0.011, -0.114], [-0.087, -0.072, 0.028], [0.127, 0.048, -0.052], [-0.053, -0.051, -0.017], [0.051, -0.012, 0.008], [-0.026, 0.033, -0.031], [-0.013, -0.024, 0.003], [-0.026, 0.192, 0.159], [-0.001, 0.001, -0.006], [0.000, 0.010, 0.006], [0.002, -0.002, 0.010], [-0.014, 0.014, 0.052], [-0.002, -0.005, -0.008], [0.000, -0.001, -0.004], [0.000, 0.005, 0.010], [-0.003, 0.003, 0.014], [0.069, 0.093, -0.075], [-0.138, -0.153, 0.099], [0.033, -0.010, -0.006], [0.023, -0.004, 0.023], [-0.024, 0.026, 0.020], [0.006, 0.000, 0.002], [0.004, 0.001, -0.008], [-0.003, 0.000, -0.001], [-0.003, -0.001, -0.004], [-0.007, 0.006, -0.014], [-0.006, 0.000, -0.008]],
  "lowdin_spin": [0.6056, 0.0043, 0.0106, 0.0218, 0.1441, 0.0016, 0.0584, 0.0061, 0.0043, 0.0016, -0.0004, 0.0014, 0.0051, 0.0555, 0.0003, 0.0001, 0.0003, 0.0018, 0.0005, -0.0001, 0.0003, 0.0013, 0.0069, 0.0682, 0.0001, 0.0001, 0.0000, 0.0000, 0.0001, 0.0000, 0.0000, 0.0001, 0.0000]
}

=====

No. 3
{
  "formula": "C11H14MnN2OP",
  "method": "wB97M-V/def2-TZVPD",
  "homo_ev": [-1.68, -3.07],
  "relative_energy_kcal_mol": 0.00,
  "orbital_gap_ev": [3.98, 5.37],
  "max_force_ev_per_a": 2.43,
  "total_charge": -1,
  "spin_multiplicity": 6,
  "mol_weight_g_mol": 276.16,
  "elements": ["C", "C", "C", "C", "C", "Mn", "P", "H", "H", "H", "H", "H", "H", "H", "H", "N", "C", "O", "C", "C", "C", "C", "N", "C", "H", "H", "H", "H", "H", "H"],
  "xyz": [[1.30462, -1.01769, -0.80491], [2.57024, -1.21823, -0.16622], [3.16911, 0.06112, 0.01185], [2.33116, 1.04579, -0.58098], [1.14438, 0.40350, -1.04077], [-1.83802, -0.05416, -0.38975], [-2.65198, -2.12204, 0.42811], [0.59772, -1.78623, -1.10110], [2.97306, -2.17772, 0.14480], [4.14624, 0.24647, 0.45720], [0.29625, 0.88441, -1.54365], [2.54778, 2.10795, -0.68570], [-2.64670, -2.02638, 1.87064], [-1.64692, -3.13746, 0.17801], [-3.89007, -2.80116, 0.13725], [-0.65980, 4.28670, 4.81310], [-0.20434, 3.35240, 3.92031], [0.91981, 2.86104, 3.99643], [-1.16162, 2.94498, 2.83526], [-2.42249, 3.53458, 2.63132], [-3.24557, 3.07510, 1.59845], [-2.79823, 2.05472, 0.77854], [-1.60022, 1.43726, 1.01190], [-0.76155, 1.91653, 1.96809], [-0.03359, 4.56123, 5.55720], [-1.55989, 4.73857, 4.74873], [-2.76917, 4.35734, 3.25688], [-4.22720, 3.52116, 1.42463], [-3.34504, 1.63470, -0.08229], [0.22456, 1.45781, 2.02825]],
  "atomic_forces_ev_per_a": [[0.405, 1.059, 0.238], [-0.876, 0.841, -0.126], [-0.384, -0.222, -0.774], [-0.525, -0.510, 0.306], [0.666, -1.064, 0.202], [1.152, -0.487, 0.721], [0.643, 0.651, -0.355], [0.048, -0.094, -0.044], [-0.036, 0.166, 0.001], [-0.237, -0.033, -0.126], [0.283, -0.039, -0.087], [-0.069, -0.242, 0.210], [-0.240, -0.384, -0.804], [-0.893, 0.255, 0.304], [0.630, -0.170, 0.484], [0.074, 0.380, 0.526], [-0.475, -0.923, -1.596], [-0.174, 0.405, 0.544], [2.270, -0.804, 0.352], [-1.905, 0.682, -0.203], [-0.010, 0.127, -0.055], [-0.949, 0.505, 0.215], [1.814, -0.199, 0.359], [-1.140, 0.199, -0.204], [-0.147, -0.083, -0.267], [0.334, -0.298, -0.086], [-0.014, -0.205, -0.215], [0.298, -0.050, 0.021], [-0.305, 0.469, 0.377], [-0.239, 0.070, 0.081]],
  "lowdin_spin": [0.0120, 0.0011, 0.0067, 0.0015, 0.0142, 3.9951, -0.0829, 0.0023, -0.0001, 0.0006, 0.0046, -0.0001, -0.0032, -0.0009, -0.0229, 0.0056, 0.0454, 0.0666, 0.1410, 0.2562, 0.0403, 0.2480, 0.2083, 0.0182, 0.0006, 0.0021, 0.0226, -0.0051, 0.0242, -0.0019]
}

=====

No. 4
{
  "formula": "C11H14N2O",
  "method": "wB97M-V/def2-TZVPD",
  "homo_ev": -8.32,
  "relative_energy_kcal_mol": 66.80,
  "orbital_gap_ev": 8.82,
  "max_force_ev_per_a": 5.74,
  "spin_multiplicity": 1,
  "mol_weight_g_mol": 190.25,
  "smiles": "Cc1ccc(O)cc1.Cc1c[nH]cn1",
  "elements": ["C", "C", "C", "C", "C", "O", "C", "C", "H", "H", "H", "H", "H", "H", "H", "H", "C", "C", "C", "N", "C", "N", "H", "H", "H", "H", "H", "H"],
  "xyz": [[0.12796, -3.64904, -0.30734], [0.68822, -2.38906, -0.82823], [0.07249, -1.67676, -1.89193], [0.77591, -0.62988, -2.38275], [1.96115, -0.18328, -1.87042], [2.73981, 0.82650, -2.43420], [2.58250, -0.90757, -0.84629], [1.94525, -2.06747, -0.34104], [-0.17362, -3.43799, 0.68869], [0.95986, -4.48377, -0.22981], [-0.64581, -4.05959, -0.96788], [-1.02097, -1.94429, -2.01784], [0.19209, -0.07301, -3.12958], [2.03354, 1.48414, -2.89174], [3.58414, -0.60440, -0.46865], [2.45609, -2.71644, 0.34423], [-3.15859, 2.86718, 2.36794], [-1.87452, 2.26413, 1.86688], [-0.79963, 2.94914, 1.21796], [0.08598, 1.88896, 0.82383], [-0.42181, 0.76203, 1.37136], [-1.54164, 0.96391, 2.02571], [-3.67449, 3.74291, 1.73009], [-3.19371, 3.28892, 3.34465], [-3.91230, 2.12603, 2.40697], [-0.66238, 3.94239, 1.07870], [0.87423, 2.01009, 0.29074], [0.00028, -0.29379, 1.04995]],
  "atomic_forces_ev_per_a": [[1.265, -2.242, -0.514], [0.523, -0.613, -1.106], [-0.560, -1.943, 3.246], [-2.258, 1.837, -1.769], [2.405, -0.559, 0.561], [-3.586, 2.225, -1.296], [0.148, -0.493, 0.537], [0.293, 2.078, -1.424], [-0.880, -0.399, 0.956], [-1.565, 1.640, -0.181], [-0.096, 0.148, 0.555], [1.578, 0.576, -0.751], [0.836, 0.227, -0.047], [2.676, -2.181, 1.380], [-0.882, -0.176, -0.448], [0.042, -0.061, 0.371], [-1.133, 1.956, -1.722], [2.303, 2.690, -0.522], [-1.681, -5.444, 0.711], [-3.486, 1.843, 2.523], [0.850, -2.457, -1.235], [-0.398, -0.950, -0.617], [1.665, -1.958, 0.857], [0.742, 0.257, 1.023], [-0.726, -1.067, -0.147], [0.618, 2.636, -0.777], [2.092, 0.005, -1.260], [-0.783, 2.427, 1.094]],
  "lowdin_charge": [-0.0745, -0.3330, -0.0425, -0.0716, -0.3539, -0.0193, -0.0059, -0.0528, 0.0645, 0.1231, 0.0781, 0.1418, 0.1227, 0.1748, 0.1271, 0.1084, -0.0634, -0.3486, -0.0061, 0.0611, -0.2180, 0.0690, 0.1206, 0.0468, 0.0441, 0.0625, 0.0973, 0.1476]
}

=====

No. 5
{
  "formula": "C11H14N2O",
  "method": "wB97M-V/def2-TZVPD",
  "homo_ev": -8.24,
  "relative_energy_kcal_mol": 62.75,
  "orbital_gap_ev": 9.13,
  "max_force_ev_per_a": 3.63,
  "spin_multiplicity": 1,
  "mol_weight_g_mol": 190.25,
  "smiles": "Cc1ccc(O)cc1.Cc1c[nH]cn1",
  "elements": ["C", "C", "C", "C", "C", "O", "C", "C", "H", "H", "H", "H", "H", "H", "H", "H", "C", "C", "C", "N", "C", "N", "H", "H", "H", "H", "H", "H"],
  "xyz": [[-2.45417, -1.36013, 3.66040], [-2.47535, -0.84153, 2.27587], [-1.46336, -0.11719, 1.67956], [-1.37107, 0.34443, 0.36189], [-2.52040, 0.15260, -0.39372], [-2.42151, 0.63957, -1.64322], [-3.54972, -0.67954, 0.11860], [-3.50257, -1.22382, 1.38877], [-1.60746, -1.87811, 4.09395], [-3.28272, -2.07656, 3.77477], [-2.56985, -0.51816, 4.39239], [-0.51028, -0.12943, 2.22496], [-0.53044, 0.97877, 0.06053], [-2.84911, 0.15492, -2.36324], [-4.37789, -1.01617, -0.61641], [-4.15623, -2.06768, 1.64381], [2.32340, 1.61425, 0.33969], [2.90996, 0.88572, -0.77458], [4.01717, 0.05791, -0.67220], [4.27893, -0.46382, -1.94215], [3.28721, 0.09056, -2.76232], [2.57426, 0.95437, -2.06531], [2.52398, 1.26394, 1.34834], [1.18541, 1.37919, 0.44055], [2.66242, 2.68013, 0.32009], [4.69756, -0.26760, 0.11378], [5.19484, -0.79057, -2.17380], [3.41301, -0.08158, -3.81009]],
  "atomic_forces_ev_per_a": [[-0.805, 0.355, 1.697], [-0.323, -0.743, -1.817], [2.325, -0.111, 0.544], [-1.412, 0.341, 1.595], [0.440, -1.238, 0.430], [-0.408, 0.644, -1.351], [-0.959, -0.271, -2.306], [0.337, 0.025, 0.283], [0.751, -0.143, -0.759], [0.065, 0.461, 0.196], [-0.382, -0.606, -0.570], [-0.361, 0.626, 0.197], [-0.535, -0.655, -0.271], [-0.222, -0.106, 0.685], [1.402, 0.653, 1.315], [-0.123, 0.715, 0.065], [-2.565, 0.785, 1.277], [2.983, -1.926, 0.777], [0.595, -0.715, -0.556], [-1.941, 1.462, 1.003], [2.273, 0.569, 1.697], [-1.695, -0.661, -2.275], [1.192, -0.432, -0.112], [1.745, 1.402, -0.899], [-1.094, -0.609, -0.037], [-0.558, 0.375, 0.090], [-0.022, -0.463, -0.461], [-0.704, 0.265, -0.438]],
  "lowdin_charge": [-0.0709, -0.3019, -0.0576, -0.0048, -0.3407, 0.0463, -0.0324, -0.0610, 0.0698, 0.0755, 0.0951, 0.1146, 0.0910, 0.1161, 0.1361, 0.1139, -0.0543, -0.4054, -0.0656, 0.0354, -0.1654, 0.0844, 0.0678, 0.0745, 0.0962, 0.1117, 0.1292, 0.1025]
}

=====

No. 6
{
  "formula": "C11H14N2OPS",
  "method": "wB97M-V/def2-TZVPD",
  "homo_ev": -12.30,
  "orbital_gap_ev": 9.12,
  "max_force_ev_per_a": 1.20,
  "total_charge": 1,
  "spin_multiplicity": 1,
  "mol_weight_g_mol": 253.29,
  "smiles": "Cc1cccc(Cc2[nH]c(O)c[n+]2[PH2]=S)c1",
  "elements": ["C", "C", "C", "C", "C", "C", "C", "C", "N", "C", "O", "C", "N", "P", "S", "C", "H", "H", "H", "H", "H", "H", "H", "H", "H", "H", "H", "H", "H", "H"],
  "xyz": [[3.64935, -1.72364, 0.40569], [2.76027, -0.53988, 0.14936], [3.12382, 0.44647, -0.75574], [2.31479, 1.55172, -0.98209], [1.11713, 1.66448, -0.29418], [0.73444, 0.67778, 0.60810], [-0.59927, 0.81332, 1.34691], [-1.70052, 0.60306, 0.39181], [-2.32064, 1.54163, -0.32844], [-3.26185, 0.95135, -1.15606], [-4.06074, 1.67440, -1.94974], [-3.22523, -0.37188, -0.92324], [-2.25304, -0.56623, 0.06654], [-1.83352, -2.15757, 0.69024], [-1.95919, -2.37984, 2.58233], [1.55147, -0.41721, 0.83145], [4.06104, -1.66713, 1.40685], [4.47834, -1.71402, -0.29306], [3.11134, -2.65534, 0.28634], [4.06008, 0.36959, -1.28665], [2.58638, 2.33438, -1.66927], [0.50593, 2.53939, -0.45319], [-0.67477, 0.09146, 2.14962], [-0.66406, 1.81388, 1.76113], [-2.12063, 2.52613, -0.25504], [-3.52742, 2.20366, -2.55484], [-3.82839, -1.12535, -1.38357], [-2.71857, -2.94520, -0.05649], [-0.57093, -2.36780, 0.11786], [1.26438, -1.17163, 1.54737]],
  "atomic_forces_ev_per_a": [[0.085, 0.423, -0.232], [-0.007, -0.204, 0.018], [0.028, 0.231, -0.128], [-0.377, -0.174, 0.348], [0.178, -0.141, -0.043], [-0.245, 0.064, 0.163], [0.712, 0.208, -0.352], [-0.471, 0.001, 0.134], [0.254, -0.224, 0.220], [-0.138, 0.352, -0.249], [0.154, -0.147, 0.165], [0.024, 0.485, 0.011], [-0.181, -0.557, -0.580], [0.093, -0.536, 1.073], [0.079, 0.149, -0.236], [0.034, 0.236, -0.262], [0.047, -0.129, 0.232], [0.145, -0.110, -0.069], [-0.101, -0.230, 0.074], [0.126, -0.094, -0.044], [0.233, 0.033, -0.153], [-0.166, 0.156, 0.011], [-0.037, -0.104, 0.201], [-0.166, 0.148, 0.167], [-0.064, 0.121, -0.009], [-0.122, 0.107, -0.203], [0.017, -0.371, 0.097], [0.036, 0.297, -0.324], [-0.107, 0.161, -0.227], [-0.061, -0.155, 0.196]],
  "lowdin_charge": [-0.0324, -0.2542, -0.0267, -0.0502, -0.0522, -0.2188, -0.0547, -0.2522, 0.2395, -0.3132, 0.1324, 0.0183, -0.1597, 0.3961, 0.2579, -0.0140, 0.0906, 0.0797, 0.0818, 0.1176, 0.1109, 0.1045, 0.0780, 0.1387, 0.1905, 0.1381, 0.1367, 0.0017, -0.0018, 0.1169]
}